(1)
106
Properties=species:S:1:pos:R:3:forces:R:3 method="wB97M-V/def2-TZVPD" e_tot_ev=-68997.8131 homo_lumo_gap_ev="1.7 / 1.7" s_squared=0.753 charge=+3 spin_multiplicity=2 lumo_energy_ev="-7.82 / -7.81"
C -14.3438 -19.9037 9.3991 0.4438 -1.2227 0.1314
C -13.5633 -19.8504 10.7326 -3.8240 4.5961 0.1811
O -13.8593 -18.9741 11.5579 1.7196 -3.3847 -1.6603
N -12.3372 -20.6458 10.8954 -0.7431 0.1295 -0.2774
H -12.1314 -21.1198 10.0276 -0.2354 -0.8052 -0.3449
H -11.6727 -19.8859 10.8636 1.1026 0.1235 1.0736
C -12.3469 -21.6010 12.1151 1.0793 1.2888 -0.9411
H -15.3712 -19.5404 9.4252 0.0336 -0.1008 0.8150
H -14.3778 -20.9221 9.0120 -0.0215 -0.1482 -0.0227
H -13.9143 -19.3036 8.5969 0.6986 0.1720 0.2437
H -13.2476 -22.2059 12.0101 0.2913 -0.0284 0.2767
H -12.2945 -20.9263 12.9695 -0.3662 -0.4439 0.1115
H -11.3911 -22.1060 11.9755 -0.3759 -0.5325 0.4685
C -20.8693 -14.7397 10.5830 1.0221 -0.0628 -0.1464
C -19.8935 -15.8504 10.4407 1.6639 -0.6435 -2.2329
O -19.0705 -15.9436 9.5481 -1.0971 0.1049 2.1413
N -20.0280 -17.0604 11.3950 -0.4374 3.8694 0.3710
H -21.0377 -17.0639 11.4195 -0.5983 -0.7090 0.9934
H -19.7947 -17.8492 10.8089 1.1915 -2.9292 -1.2272
C -19.3479 -16.7717 12.7248 -0.8142 0.7065 0.0275
H -20.6052 -14.0307 9.7984 -0.5057 -0.0858 -0.2058
H -20.6937 -14.2247 11.5274 -0.5602 -0.1892 0.3115
H -21.8623 -15.1631 10.4317 -0.2865 0.3916 0.1314
H -18.7973 -15.8337 12.6541 0.5896 -0.3352 -0.5037
H -18.7411 -17.5821 13.1288 -0.2432 -0.0302 -0.5116
H -20.0942 -16.4510 13.4517 -0.3110 -0.6993 -0.0216
C -12.4456 -15.8748 12.1601 -1.7704 1.9547 1.0426
C -13.6337 -14.8753 12.5005 4.6777 -1.1960 0.0289
O -14.4993 -14.5370 11.7019 -2.2489 0.5735 -0.7368
N -13.7347 -14.6265 13.9956 -0.4300 -0.4691 -1.1774
H -14.3343 -15.3576 14.3506 -1.3991 0.0255 0.4863
H -12.8950 -14.9357 14.4640 0.8084 0.7023 -0.1164
C -14.1976 -13.2362 14.3752 -0.2959 -1.7281 0.3253
H -11.7233 -15.7532 12.9674 0.3354 -0.4493 -0.1846
H -12.0112 -15.4962 11.2349 0.0788 -0.3240 -0.1160
H -12.8018 -16.9015 12.0766 0.1865 -0.3122 -0.1584
H -13.2989 -12.6396 14.5314 -0.4742 0.1131 0.1961
H -14.8057 -13.5119 15.2368 0.2049 1.2433 0.4779
H -14.8665 -12.8687 13.5970 0.3853 -0.0935 -0.1001
C -15.0635 -18.4405 4.9043 -0.1131 0.9000 -1.5552
C -15.2127 -17.0508 4.2109 1.5862 0.4505 3.1504
O -15.1520 -16.0420 4.8759 -0.4331 -1.3279 -2.4911
N -15.3312 -17.0068 2.6960 -1.9440 1.0485 0.3483
H -14.5811 -16.5729 2.1772 0.7179 0.3745 0.3919
H -15.4178 -17.9438 2.3288 -0.2214 -0.4652 -0.1135
C -16.6459 -16.2026 2.3389 0.0038 -0.9749 -0.7551
H -14.6607 -19.1676 4.1991 -0.4477 -0.2667 0.0028
H -16.0685 -18.6721 5.2567 -0.1180 -0.3989 -0.0417
H -14.3576 -18.4066 5.7342 -0.2200 0.5691 -0.0331
H -17.4472 -16.9313 2.4615 -0.3080 0.4069 0.6304
H -16.6212 -15.9812 1.2719 0.3639 0.0807 0.0779
H -16.7295 -15.2894 2.9281 0.1425 -0.4923 0.1808
C -8.3436 -14.9672 6.1961 -0.3517 -1.7034 1.1191
C -9.6257 -14.2337 6.1294 1.1787 1.9813 -2.5462
O -9.9937 -13.6994 5.1276 -0.9562 -0.5038 1.2460
N -10.3056 -13.8923 7.4479 -1.2919 -1.2972 -0.5769
H -9.6728 -14.2448 8.1519 -0.0342 -0.0572 0.7100
H -10.3510 -12.8867 7.5300 -0.1272 0.5236 -0.0441
C -11.7219 -14.5434 7.6214 0.5811 -0.2314 0.2434
H -8.4800 -15.7822 6.9069 0.2034 -0.3312 0.1883
H -7.5135 -14.3932 6.6078 -0.0778 0.3985 -0.2664
H -8.1068 -15.4451 5.2455 0.0290 0.5207 -0.0323
H -12.0098 -14.3839 8.6605 -0.0389 -0.0062 -0.1583
H -11.6352 -15.6094 7.4108 0.3067 0.0679 0.2090
H -12.4963 -14.1940 6.9385 0.5513 0.6256 -0.0720
C -16.8454 -9.2165 5.2431 -0.0995 0.0330 0.2206
C -16.1223 -9.9973 6.3216 -1.1443 -2.2237 -1.5896
O -15.9397 -11.1925 6.3625 0.1394 2.4382 0.4631
N -15.6481 -9.1062 7.4357 -1.5110 -1.7718 0.1707
H -14.6988 -9.3708 7.6568 0.4636 0.2583 0.0872
H -15.7426 -8.1831 7.0367 0.2749 0.7856 0.6330
C -16.5353 -9.4007 8.7257 0.8368 0.5159 -1.2530
H -16.1142 -8.9645 4.4750 0.1172 0.1163 -0.0896
H -17.2980 -8.2952 5.6098 0.2348 0.1562 0.1756
H -17.6680 -9.7333 4.7489 0.2919 -0.5674 0.2188
H -15.8458 -8.9853 9.4607 -0.9970 -0.2192 0.6281
H -16.7356 -10.4715 8.7597 0.7323 0.0085 0.1277
H -17.5236 -8.9601 8.5943 0.3820 0.6316 0.1717
C -15.7509 -16.6825 9.6495 -0.7388 0.5714 0.6244
C -15.7770 -16.1313 8.2667 3.2571 -1.4488 -1.1694
O -14.7093 -16.0147 7.6309 -3.3837 0.4292 1.3100
N -17.1043 -15.9991 7.5463 2.2885 3.4309 0.7607
H -16.9935 -16.6220 6.7591 -1.1533 -0.0700 -1.3960
H -17.8958 -16.2635 8.1152 -0.6245 -0.7344 0.4438
C -17.3416 -14.4595 7.2299 -0.3644 0.0991 -0.3247
H -16.2200 -15.9602 10.3176 -0.2307 0.0531 0.1479
H -14.7577 -16.8282 10.0743 0.0705 0.1560 -0.5998
H -16.3311 -17.6022 9.7257 -0.3645 0.0112 -0.2656
H -17.6322 -13.9246 8.1341 -0.0588 -0.7473 0.3655
H -18.1555 -14.2742 6.5289 -0.3334 -0.9692 0.0365
H -16.5130 -13.8751 6.8301 0.6787 -1.0698 -0.0175
O -20.6044 -14.4378 6.4955 4.9335 -0.3359 -1.2528
C -21.8254 -14.3019 6.8387 -7.8521 3.4100 2.9595
O -22.3322 -13.1614 7.0938 2.0941 0.2703 -0.5157
O -22.5105 -15.3217 6.9981 0.5660 -2.0451 -0.0943
H -20.6607 -15.3960 6.4808 0.8461 -1.1732 -0.4907
O -19.1339 -20.8066 8.6163 -0.3792 -4.1214 -2.1522
C -19.0585 -19.6141 8.9788 -3.6448 3.2457 7.5481
O -19.7541 -19.2762 9.9796 -0.5328 1.0089 0.5472
O -18.2064 -18.9279 8.4737 3.8940 3.6211 -2.8311
H -18.5193 -20.4813 7.9544 1.2351 -2.7246 -2.6260
O -20.3285 -17.8740 6.2071 0.3054 0.1471 2.6546
C -19.6513 -17.3711 5.1975 -5.2111 -3.7963 -7.7178
O -18.5087 -17.0051 5.3122 5.8482 2.5252 1.9489
O -20.1988 -17.6550 4.0770 0.9776 1.7660 1.0757
H -19.5110 -18.0629 6.6737 -0.2994 -0.6341 2.1047

---

(2)
112
Properties=species:S:1:pos:R:3:forces:R:3 method="wB97M-V/def2-TZVPD" e_tot_ev=-134754.5316 homo_lumo_gap_ev=7.5 charge=0 lumo_energy_ev=-0.60
K 0.8192 0.3020 1.4406 0.1910 0.1462 0.1868
K 1.7079 -4.2766 0.4068 -0.0662 0.2622 -0.0633
Cd 4.4083 -1.1952 0.0105 5.5100 0.9282 2.3125
Cd 3.2536 -1.9564 4.3786 -0.0746 0.8924 4.9798
S 4.0527 -3.2755 2.3186 -0.2556 -2.1171 -0.7455
O 2.8278 -2.4842 2.5328 -2.8811 -0.2920 -3.8448
O 4.7973 -2.6369 1.2743 2.7414 -1.4858 0.9207
O 4.6779 -3.2111 3.6325 2.9013 -1.1766 1.4306
O 3.7743 -4.6337 1.9597 -0.5697 -1.3041 -0.4208
S 2.0233 -1.3439 -1.0527 0.7742 0.4531 -1.1901
O 0.8960 -1.7488 -0.3005 -3.0129 -1.9295 1.8089
O 3.1506 -2.2939 -0.9570 -2.8779 -7.0004 -3.8764
O 1.7012 -0.8464 -2.3279 -0.5973 0.0163 -2.8889
O 2.7512 -0.3319 -0.3272 -3.8906 7.6309 2.1449
B 0.7401 -1.1167 4.4185 -1.2594 1.8177 -1.7166
F 0.1341 -0.4023 5.3008 -2.5819 1.9422 3.6575
F -0.0265 -1.3278 3.3392 -1.7524 -1.0043 -2.2430
F 1.7944 -0.3475 3.9939 2.2433 1.5430 -0.7621
F 1.2395 -2.2484 4.8970 0.4844 -4.0303 2.1964
B 4.5650 0.4887 2.7874 -0.2219 3.5311 -0.2044
F 3.2765 0.9963 2.6483 -0.4852 -0.1824 -0.6391
F 5.0717 0.0956 1.5680 0.8913 0.4200 0.2990
F 5.3398 1.5377 3.2506 0.5175 -0.2222 0.4027
F 4.5570 -0.5715 3.6428 1.5934 0.0331 0.9286
C -2.1468 -3.5541 -2.9322 -1.1005 -1.6058 -0.3989
C -1.6983 -2.2485 -3.4380 1.0784 -0.4185 0.6635
N -2.7580 -1.2563 -3.3264 0.5954 0.7361 -0.0713
C -2.3953 -0.0681 -4.0850 -1.4684 0.6315 -2.1517
C -1.0876 0.6382 -3.8537 0.3781 -0.6247 0.3959
C -3.0206 -0.9061 -1.9195 -2.0557 0.4344 -0.9449
C -4.2443 0.0491 -1.8438 0.4073 0.3423 -0.1018
H -2.9772 -3.7842 -3.5997 -0.6555 -0.5319 0.6491
H -2.3952 -3.5646 -1.8709 -0.2424 -0.1025 -0.1458
H -1.4262 -4.3468 -3.1330 0.3236 0.1008 0.1662
H -0.7992 -2.0934 -2.8417 0.3924 1.2166 -0.0594
H -1.3595 -2.4889 -4.4457 -0.2498 0.9485 -0.3690
H -2.6555 -0.2233 -5.1320 1.5991 -1.5218 -0.8824
H -3.1904 0.6595 -4.2479 -0.6580 0.6318 2.1623
H -0.9080 1.4520 -4.5562 -0.2126 0.0525 0.0914
H -1.0764 1.0033 -2.8268 0.1975 0.3471 0.0094
H -0.2520 -0.0579 -3.9267 0.1137 0.0647 -0.0191
H -2.1455 -0.3953 -1.5178 0.0924 -0.3942 0.7468
H -3.4055 -1.7798 -1.3935 0.9844 -0.2195 0.1863
H -4.6702 0.1221 -0.8431 0.4932 0.2012 0.3026
H -5.1117 -0.2391 -2.4376 0.3187 -0.4469 -0.4137
H -3.9287 1.0258 -2.2106 -0.2653 0.2157 0.2717
C 8.0046 0.6204 -1.7538 -0.2346 -0.9222 0.5553
C 7.0806 0.0115 -0.5926 1.0017 1.6092 -2.2336
N 5.7268 -0.1792 -1.1792 1.5302 0.5500 -2.0577
C 5.0730 1.0772 -1.7630 -0.7882 0.0285 2.1019
C 5.2065 2.2540 -0.7976 0.3198 0.7126 -0.1085
C 5.7540 -1.2709 -2.2305 0.3965 0.8218 -0.7269
C 6.4818 -2.5709 -1.8423 0.0460 0.3572 -0.1186
H 9.0065 0.8561 -1.3950 -0.1482 0.2788 0.0224
H 7.5529 1.4375 -2.3163 -0.0256 0.5545 0.8218
H 8.1355 -0.0560 -2.5984 0.1524 -0.7147 0.3651
H 7.5115 -0.9087 -0.1981 -0.3193 -0.2064 -0.3433
H 7.0635 0.6764 0.2709 -0.3537 0.1688 -0.2665
H 5.3355 1.4414 -2.7562 0.6265 -0.7513 -0.1517
H 4.0016 0.8769 -1.7549 0.0470 -0.3967 -0.4871
H 4.5817 3.0895 -1.1134 -0.0854 -0.0513 -0.4773
H 4.8821 2.1167 0.2340 0.2354 -0.6224 -0.0597
H 6.2257 2.6397 -0.8214 0.0615 0.0286 0.3111
H 6.1414 -0.7942 -3.1310 0.7277 -0.3437 -0.1825
H 4.7382 -1.4696 -2.5721 -0.2502 -0.1478 0.5790
H 6.2659 -2.9384 -0.8391 -0.4822 0.0397 0.0429
H 7.5692 -2.4947 -1.8381 0.0205 0.2588 -0.3379
H 6.1973 -3.3458 -2.5541 0.0144 0.0087 0.0521
C 1.0634 2.8384 -1.2309 -0.4944 -1.0728 -0.1992
C 0.5825 3.7193 -0.0622 2.2424 0.2285 -2.4770
N -0.2054 3.0204 0.8756 -2.3997 0.6575 1.7926
C -1.5272 2.5487 0.3329 0.2856 0.7405 -0.6488
C -2.4279 3.5977 -0.3479 0.0089 0.7313 -0.2091
C -0.4472 3.9562 2.0246 1.7070 -0.1055 0.8045
C -1.0150 3.3044 3.2434 -1.7956 -0.6742 -0.1038
H 1.9893 3.1014 -1.7424 -0.0581 0.6970 0.2467
H 0.3330 2.6517 -2.0181 -0.2206 0.2667 0.0000
H 1.2910 1.8392 -0.8598 0.0539 -0.1592 0.1893
H 1.5380 4.0342 0.3572 -0.2004 0.0844 0.7887
H 0.1556 4.6368 -0.4673 -0.4831 0.2049 0.0452
H -1.2923 1.8201 -0.4431 -0.1112 -0.4510 0.2410
H -2.1033 2.1180 1.1518 0.2811 -0.3443 -0.1228
H -3.4316 3.2497 -0.5917 0.0337 -0.4969 0.3267
H -2.5721 4.5045 0.2395 0.0434 -0.0677 0.3145
H -2.0675 3.9662 -1.3084 0.4733 -0.1976 -0.0526
H -1.0201 4.8685 1.8589 -0.2297 -0.0276 -0.8336
H 0.5335 4.3141 2.3379 0.2963 0.1080 -0.3910
H -0.5024 2.3966 3.5614 0.0668 0.1117 0.0629
H -2.0407 3.0631 2.9645 -0.2319 -0.7046 0.1871
H -1.2300 3.9568 4.0897 0.7926 0.2790 -0.0133
C -7.4090 1.3701 1.6987 -0.9259 -0.6445 -0.7512
C -6.9749 0.1233 2.5263 1.2948 1.8815 -2.2884
N -6.0203 -0.6775 1.6929 1.1316 0.3542 1.4972
C -5.1046 -1.4528 2.5865 -0.4532 0.9657 -0.7745
C -3.7820 -1.8933 1.9010 -0.1839 -0.5440 0.0932
C -6.5928 -1.3648 0.5505 -0.5039 0.9344 0.7925
C -7.7184 -2.2947 0.9608 -0.0462 0.4842 -0.2913
H -7.9961 2.0876 2.2719 0.3805 0.0972 0.3324
H -8.0836 1.1389 0.8743 -0.1964 -0.4076 -0.0940
H -6.5667 1.8305 1.1823 0.2325 0.1181 0.5191
H -6.3418 0.6607 3.2324 -0.1594 -0.8635 0.7862
H -7.8564 -0.3570 2.9510 0.2334 -0.3523 0.2549
H -5.7421 -2.2069 3.0479 0.6524 -0.8111 0.1994
H -4.8576 -0.7433 3.3762 0.0687 -0.1628 0.0931
H -2.8734 -1.5071 2.3629 -0.2520 0.5397 0.2073
H -3.7487 -1.6088 0.8493 -0.1703 0.1204 0.0407
H -3.5785 -2.9634 1.9382 -0.4898 -0.2360 -0.0697
H -6.9399 -0.5070 -0.0255 -0.4400 -0.4118 -0.6368
H -5.8669 -1.8813 -0.0776 0.3535 0.0450 0.3496
H -7.3987 -2.8906 1.8156 0.0280 -0.6005 -0.4235
H -8.5595 -1.7203 1.3490 -0.1880 0.0263 -0.3009
H -8.0092 -2.8321 0.0582 -0.3061 -0.5306 0.4557